Below is a structure of composition C5H8O, with properties calculated with ωB97M-V/def2-TZVPD.

As for the HOMO energy: -9.22 eV. As for the multiplicity: 1. The calculation puts the largest force on an atom at 0.0078 hartree/bohr.

Last column: natural (NBO) charge in e.
Geometry (Å):
C  1.5042  -0.4654  -0.5113  -0.61
C  0.1632  -0.0576  0.0247  -0.10
C  -0.8001  -0.9329  0.7951  -0.44
C  -1.2902  -0.1534  -0.3746  0.09
O  -1.5705  1.1857  0.0244  -0.52
C  -0.1680  1.3987  0.2761  -0.05
H  1.6667  -0.1144  -1.5374  0.21
H  1.6651  -1.5458  -0.4765  0.22
H  2.2759  0.0019  0.1160  0.22
H  -0.6721  -1.9968  0.6024  0.22
H  -1.1549  -0.6795  1.7932  0.22
H  -1.8159  -0.5488  -1.2395  0.20
H  0.0564  1.8211  1.2636  0.17
H  0.2537  2.0395  -0.5095  0.17

Atomic forces in eV per Å
0.06 -0.01 -0.07
0.17 0.04 0.03
0.00 -0.07 0.14
-0.18 -0.26 -0.25
-0.15 0.08 -0.10
0.27 0.19 0.17
-0.06 -0.07 0.15
-0.08 0.11 -0.06
-0.08 -0.15 -0.11
0.05 0.17 0.05
0.08 0.03 -0.15
0.12 0.03 0.14
-0.17 -0.05 -0.08
-0.03 -0.04 0.15